{
  "formula": "C21H51NO11P4",
  "method": "ωB97M-V with the def2-TZVPD basis set",
  "smiles": "CP(O)#P(CCCCCN)CCC(=O)O.CCOP(=O)(OCC)OCC.CCOP(=O)(OCC)OCC",
  "e_tot_ev": -83763.9461,
  "mol_weight_g_mol": 617.53,
  "lumo_energy_ev": -2.200,
  "spin_multiplicity": 1,
  "largest_force_ev_per_a": 10.0,
  "symbols": ["P", "P", "P", "P", "O", "O", "O", "O", "O", "O", "O", "O", "O", "O", "O", "N", "C", "C", "C", "C", "C", "C", "C", "C", "C", "C", "C", "C", "C", "C", "C", "C", "C", "C", "C", "C", "C", "H", "H", "H", "H", "H", "H", "H", "H", "H", "H", "H", "H", "H", "H", "H", "H", "H", "H", "H", "H", "H", "H", "H", "H", "H", "H", "H", "H", "H", "H", "H", "H", "H", "H", "H", "H", "H", "H", "H", "H", "H", "H", "H", "H", "H", "H", "H", "H", "H", "H", "H"],
  "positions_angstrom": [[3.983, -1.599, 2.899], [0.416, 1.893, -3.958], [-4.604, 0.557, 2.779], [2.478, 0.014, 3.181], [6.453, -3.743, 6.660], [5.932, -4.761, 4.524], [3.196, 1.515, 2.560], [0.432, 1.990, -5.626], [1.708, 1.042, -3.888], [-1.028, 2.843, -4.036], [-4.787, 2.198, 3.036], [-4.983, 0.590, 1.166], [-0.609, 0.594, -3.868], [-6.312, 0.448, 3.029], [-3.075, 0.655, 2.554], [4.942, -1.655, -4.080], [-3.739, 2.929, 3.663], [-0.872, 0.034, -2.595], [1.679, 2.024, -6.312], [-1.823, 0.907, -1.800], [4.220, -2.932, 5.421], [-6.015, -1.554, 0.730], [3.071, -3.574, -1.043], [2.836, -3.018, 0.517], [-0.428, 4.751, -5.440], [4.067, -2.074, 1.046], [4.070, -2.789, -3.502], [-4.867, -0.611, 0.426], [-0.853, 4.251, -4.070], [5.554, -3.885, 5.467], [0.953, -0.265, 2.066], [-6.743, 0.309, 4.375], [4.098, -2.593, -1.875], [3.364, -3.067, 3.990], [2.067, 0.637, -6.806], [-6.695, 1.621, 5.139], [-2.858, 3.614, 2.627], [0.637, 4.561, -5.604], [2.993, -2.600, -3.947], [-3.403, 4.446, 2.164], [3.512, -3.053, 6.373], [-0.136, 4.555, -3.302], [-1.346, 1.856, -1.534], [1.414, 0.339, -7.637], [1.956, -0.126, -6.036], [-4.197, 3.687, 4.304], [-7.063, 2.453, 4.530], [3.719, -1.480, -1.670], [-2.127, 0.407, -0.875], [0.065, -0.124, -2.051], [3.404, 1.331, 1.580], [-6.977, -1.045, 0.624], [1.854, -2.348, 0.443], [5.070, -2.679, 0.818], [-5.995, -2.418, 0.061], [-5.669, 1.855, 5.436], [5.790, -1.643, -3.437], [-2.715, 1.146, -2.384], [-0.981, 4.248, -6.240], [-6.148, -0.460, 4.877], [4.046, -1.043, 0.444], [0.096, 0.472, 2.384], [-4.891, -0.341, -0.634], [2.020, -3.526, -1.575], [3.101, 0.632, -7.162], [4.592, -1.799, 5.471], [-7.780, -0.041, 4.340], [3.495, -4.114, 3.485], [-1.822, 4.696, -3.819], [-2.568, 2.944, 1.818], [-0.579, 5.830, -5.527], [2.460, 2.455, -5.675], [-3.151, 2.277, 4.320], [4.529, -3.835, -3.826], [-5.953, -1.917, 1.761], [-1.331, -0.944, -2.761], [0.551, -1.373, 2.044], [4.412, -0.783, -3.781], [1.222, 0.005, 0.943], [-7.290, 1.561, 6.055], [-3.902, -1.088, 0.627], [2.708, -3.912, 1.269], [5.206, -2.732, -1.458], [1.570, 2.694, -7.169], [2.233, -2.880, 4.303], [-1.954, 4.013, 3.096], [3.411, -4.698, -1.077], [6.686, -2.756, 6.656]]
}

=====

{
  "formula": "C5H9ClN2",
  "method": "ωB97M-V with the def2-TZVPD basis set",
  "smiles": "C=NN(C)CC(=C)Cl",
  "e_tot_ev": -20830.3863,
  "mol_weight_g_mol": 132.59,
  "lumo_energy_ev": 0.911,
  "relative_energy_kcal_mol": 80.0,
  "spin_multiplicity": 1,
  "largest_force_ev_per_a": 3.2,
  "symbols": ["Cl", "N", "N", "C", "C", "C", "C", "C", "H", "H", "H", "H", "H", "H", "H", "H", "H"],
  "positions_angstrom": [[2.554, -0.963, -1.030], [-0.551, 0.737, -0.615], [-0.395, -0.519, -0.075], [0.734, -0.480, 0.929], [2.447, 1.378, 0.357], [-1.635, 1.024, -1.146], [-1.605, -1.380, 0.044], [1.831, 0.246, 0.172], [-1.387, -2.321, 0.526], [3.286, 1.577, -0.242], [-2.145, -1.523, -0.873], [-2.568, 0.456, -1.064], [-2.448, -0.988, 0.565], [-1.568, 2.031, -1.640], [0.461, -0.039, 1.932], [2.008, 2.271, 0.955], [0.979, -1.508, 1.205]]
}

=====

Repeat the second record exactly.
{
  "formula": "C5H9ClN2",
  "method": "ωB97M-V with the def2-TZVPD basis set",
  "smiles": "C=NN(C)CC(=C)Cl",
  "e_tot_ev": -20830.3863,
  "mol_weight_g_mol": 132.59,
  "lumo_energy_ev": 0.911,
  "relative_energy_kcal_mol": 80.0,
  "spin_multiplicity": 1,
  "largest_force_ev_per_a": 3.2,
  "symbols": ["Cl", "N", "N", "C", "C", "C", "C", "C", "H", "H", "H", "H", "H", "H", "H", "H", "H"],
  "positions_angstrom": [[2.554, -0.963, -1.030], [-0.551, 0.737, -0.615], [-0.395, -0.519, -0.075], [0.734, -0.480, 0.929], [2.447, 1.378, 0.357], [-1.635, 1.024, -1.146], [-1.605, -1.380, 0.044], [1.831, 0.246, 0.172], [-1.387, -2.321, 0.526], [3.286, 1.577, -0.242], [-2.145, -1.523, -0.873], [-2.568, 0.456, -1.064], [-2.448, -0.988, 0.565], [-1.568, 2.031, -1.640], [0.461, -0.039, 1.932], [2.008, 2.271, 0.955], [0.979, -1.508, 1.205]]
}